Record 1
The following is a DFT calculation (ωB97M-V/def2-TZVPD) of a cluster of 3 separate species, C38H33NO7 in total in a non-equilibrium geometry.

SMILES: O=C1c2ccccc2C(=O)c2ccccc21.O=C1c2ccccc2C(=O)c2ccccc21.CC(=O)NCCCC[C@H]1CCOC1=O
2S+1: 1

Last column: Mulliken charge in e.
Element x y z (Å)
O1 -2.87391 -0.75504 2.14951  -0.670
C1 -3.69596 -0.69111 3.04085  0.463
C2 -4.96186 0.07080 2.86166  0.134
C3 -5.21165 0.70044 1.64885  -0.510
C4 -6.40116 1.38157 1.45644  -0.498
C5 -7.34796 1.43578 2.47448  -0.467
C6 -7.09726 0.82325 3.69032  -0.556
C7 -5.90275 0.14382 3.89131  0.213
C8 -5.64025 -0.49507 5.21105  0.530
O2 -6.43439 -0.38681 6.12242  -0.671
C9 -4.38260 -1.27361 5.38219  0.506
C10 -4.13361 -1.90655 6.59325  -0.680
C11 -2.98234 -2.65805 6.75637  -0.408
C12 -2.07357 -2.78131 5.70984  -0.646
C13 -2.31075 -2.14254 4.50524  -0.720
C14 -3.46258 -1.38318 4.33737  0.076
H1 -4.47660 0.65319 0.85697  0.481
H2 -6.59581 1.86855 0.50976  0.406
H3 -8.28212 1.95919 2.31771  0.398
H4 -7.82982 0.86887 4.48455  0.470
H5 -4.84254 -1.81288 7.40451  0.477
H6 -2.79159 -3.15282 7.69979  0.390
H7 -1.17787 -3.37533 5.83676  0.447
H8 -1.60162 -2.23449 3.69322  0.828
O3 2.14366 3.92163 -0.84955  -0.674
C15 1.99410 4.31979 -1.98751  0.529
C16 1.79274 3.36542 -3.11094  0.121
C17 1.75302 2.00328 -2.84584  -0.600
C18 1.53208 1.10213 -3.87283  -0.174
C19 1.34637 1.56171 -5.17292  -0.812
C20 1.39989 2.91875 -5.44745  -0.538
C21 1.62849 3.82551 -4.42061  0.258
C22 1.70114 5.27812 -4.73212  0.626
O4 1.61142 5.67695 -5.87556  -0.665
C23 1.88114 6.23531 -3.60446  0.128
C24 1.91600 7.59842 -3.86921  -0.542
C25 2.05213 8.50138 -2.82888  -0.469
C26 2.15374 8.04652 -1.51793  -0.473
C27 2.13257 6.68873 -1.25004  -0.544
C28 2.00115 5.77784 -2.29065  0.192
H9 1.89164 1.64937 -1.83384  0.539
H10 1.49746 0.04535 -3.66465  0.433
H11 1.16223 0.85714 -5.97354  0.419
H12 1.26142 3.27616 -6.45881  0.480
H13 1.83260 7.95006 -4.88848  0.471
H14 2.07564 9.56324 -3.03693  0.399
H15 2.25139 8.75462 -0.70524  0.396
H16 2.21481 6.33363 -0.23182  0.467
C29 -0.11236 -2.34825 0.18765  -0.670
C30 0.46866 -3.38603 1.11818  0.458
O5 1.09863 -3.02823 2.03591  -0.518
N1 0.30148 -4.79672 0.89608  -0.371
C31 0.29846 -5.17475 -0.52793  -0.794
C32 1.69708 -5.25100 -1.18251  -0.561
C33 2.92718 -4.98725 -0.27168  -0.775
C34 3.91517 -4.04496 -0.96389  -1.457
C35 3.48799 -2.57603 -0.90944  1.232
C36 4.71328 -1.64334 -0.80259  -1.055
C37 4.00470 -0.35463 -1.14873  -0.512
O6 3.25899 -0.70175 -2.33894  -0.348
C38 2.86407 -1.99239 -2.16633  0.387
O7 2.15057 -2.48071 -2.95283  -0.590
H17 0.67590 -2.04129 -0.48732  -0.166
H18 -0.92461 -2.71571 -0.42126  0.424
H19 -0.39777 -1.48322 0.76602  0.324
H20 -0.62610 -5.01880 1.25028  0.372
H21 -0.35091 -4.53710 -1.12502  0.204
H22 -0.15138 -6.15676 -0.59240  0.529
H23 1.82050 -6.23760 -1.60584  0.547
H24 1.72430 -4.56525 -2.02236  0.176
H25 2.69250 -4.65019 0.73036  0.557
H26 3.44928 -5.93003 -0.16255  0.419
H27 4.03751 -4.35964 -1.99806  0.350
H28 4.87533 -4.16342 -0.47376  0.395
H29 2.94005 -2.46122 0.01922  -0.021
H30 5.05320 -1.48128 0.21512  0.376
H31 5.50730 -1.89470 -1.48301  0.415
H32 3.25994 -0.14729 -0.38512  0.265
H33 4.62485 0.50183 -1.36184  0.441

---

Record 2
The following is a DFT calculation (ωB97M-V/def2-TZVPD) of a structure of composition C38H34Br4N3O2SiV.

2S+1: 1
Total charge: +2

Last column: Mulliken charge in e.
Element x y z (Å)
V1 0.10022 -0.30420 -0.04655  -0.743
Br1 4.78978 1.01233 0.86159  -0.093
C1 3.41939 0.75698 2.09881  -0.274
C2 3.65614 0.97856 3.47573  -0.199
C3 2.68174 0.76678 4.41099  0.006
Br2 3.05791 1.05742 6.22692  -0.134
C4 1.38493 0.31976 4.01876  1.284
C5 0.31238 0.02940 4.87551  -1.071
C6 -0.87538 -0.41680 4.34004  -1.387
C7 -1.00880 -0.54016 2.95816  -0.110
N1 -0.02677 -0.25699 2.10744  1.318
C8 1.16249 0.13775 2.64191  -0.302
C9 2.17466 0.34579 1.69080  -0.144
O1 1.82795 0.02859 0.44535  -0.245
H1 4.63907 1.30967 3.78143  0.479
H2 0.43014 0.14992 5.94435  0.426
H3 -1.71490 -0.66597 4.97259  0.538
H4 -1.94942 -0.87729 2.54310  0.186
C10 -0.50966 2.89153 2.17766  -1.146
C11 -0.15458 3.14984 0.74678  0.854
C12 -0.03516 4.49512 0.32216  -1.186
C13 0.25384 4.80474 -0.97370  -1.223
C14 0.41638 3.75458 -1.90196  0.989
C15 0.69419 3.90321 -3.29014  -0.088
Br3 0.88564 5.62420 -4.01854  -0.151
C16 0.82998 2.81884 -4.11543  -0.239
C17 0.69052 1.51190 -3.60807  0.022
Br4 0.87540 0.02444 -4.71490  -0.040
C18 0.41596 1.36273 -2.27568  -0.112
O2 0.26720 0.16259 -1.68017  0.077
C19 0.28830 2.45248 -1.39445  -0.251
N2 0.03103 2.14154 -0.09261  0.779
H5 -0.94209 3.78347 2.62399  0.586
H6 0.38251 2.63675 2.75208  0.118
H7 -1.22847 2.07956 2.26411  0.121
H8 -0.18509 5.27613 1.05385  0.540
H9 0.34482 5.83286 -1.29579  0.441
H10 1.04667 2.95536 -5.16544  0.516
C20 -1.87086 0.05028 -0.00312  -0.686
Si1 -2.43135 -1.58120 -0.86426  -0.379
C21 -1.11697 -2.81146 -0.22369  -0.778
N3 0.30793 -2.33581 -0.27205  1.573
C22 1.10531 -2.96740 0.83624  -1.485
C23 1.13930 -4.48450 0.71625  -0.688
C24 1.55013 -4.93799 -0.69803  -0.749
C25 2.02080 -3.74741 -1.52186  -0.830
C26 0.94935 -2.67516 -1.62538  -0.432
C27 -4.05644 -2.09348 -0.13047  0.922
C28 -5.20674 -2.03491 -0.92053  -0.492
C29 -6.44304 -2.38751 -0.39813  -0.785
C30 -6.54624 -2.79733 0.92193  -0.578
C31 -5.41242 -2.86047 1.72361  -0.878
C32 -4.18060 -2.50915 1.19986  -0.448
C33 -2.43973 -1.34436 -2.70574  0.949
C34 -2.65910 -0.09031 -3.28289  -0.360
C35 -2.76095 0.05301 -4.65820  -0.680
C36 -2.64976 -1.05868 -5.48177  -0.640
C37 -2.43957 -2.31363 -4.92893  -0.750
C38 -2.33924 -2.45237 -3.55299  -0.350
H11 -2.34115 0.17473 0.96649  1.136
H12 -2.10715 0.92122 -0.61184  0.699
H13 -1.19153 -3.79666 -0.68949  0.425
H14 -1.36937 -2.95467 0.83215  0.626
H15 0.65644 -2.66499 1.78136  0.360
H16 2.10314 -2.53322 0.78839  0.700
H17 0.16800 -4.89631 0.99226  0.232
H18 1.83836 -4.85127 1.46872  0.526
H19 0.70974 -5.42261 -1.20071  0.327
H20 2.34164 -5.68314 -0.64396  0.462
H21 2.26972 -4.04812 -2.54051  0.469
H22 2.93844 -3.32798 -1.10403  0.404
H23 0.13410 -3.00211 -2.26932  0.370
H24 1.35901 -1.76998 -2.06051  -0.223
H25 -5.13760 -1.72150 -1.95604  0.357
H26 -7.32474 -2.34504 -1.02305  0.431
H27 -7.50987 -3.07284 1.32880  0.407
H28 -5.49423 -3.19089 2.75052  0.446
H29 -3.30811 -2.58618 1.84285  0.109
H30 -2.77226 0.79260 -2.66267  0.352
H31 -2.94141 1.02966 -5.08801  0.478
H32 -2.73812 -0.94871 -6.55445  0.423
H33 -2.36846 -3.18334 -5.56845  0.460
H34 -2.20620 -3.44760 -3.13944  0.423

---

Record 3
The following is a DFT calculation (ωB97M-V/def2-TZVPD) of a structure of composition C38H34CdN4O5P.

2S+1: 1
Total charge: -1

Last column: Mulliken charge in e.
Element x y z (Å)
Cd1 0.05551 -1.20339 -0.56519  1.960
O1 1.99828 -1.70088 -1.49589  -1.092
C1 2.46305 -2.86186 -1.78828  0.235
C2 3.47027 -2.96604 -2.79345  -0.348
C3 4.01091 -4.16759 -3.18197  -0.572
C4 3.59522 -5.36722 -2.59215  -0.734
C5 2.64976 -5.29950 -1.59076  -0.479
C6 2.06809 -4.09476 -1.17005  0.778
C7 1.16098 -4.18679 -0.03470  -0.821
N1 0.40336 -3.25206 0.39000  0.481
N2 -0.31288 -3.51826 1.54553  -0.859
C8 -0.69018 -2.40806 2.12504  0.042
O2 -0.43746 -1.21014 1.72773  -0.475
C9 -1.50092 -2.55230 3.37595  0.398
C10 -2.02599 -1.41125 3.97203  -0.422
C11 -2.79023 -1.51269 5.12621  -0.730
C12 -3.03305 -2.75509 5.69316  -0.319
C13 -2.50925 -3.89792 5.10009  -0.633
C14 -1.74773 -3.79823 3.94715  -0.263
H1 3.80102 -2.03440 -3.23695  0.497
H2 4.77585 -4.18240 -3.95137  0.358
H3 4.02565 -6.31478 -2.88763  0.371
H4 2.34008 -6.21045 -1.08666  0.329
H5 1.16155 -5.12743 0.52279  0.296
H6 -1.83345 -0.45305 3.50835  0.556
H7 -3.19900 -0.61878 5.58095  0.392
H8 -3.62949 -2.83515 6.59399  0.365
H9 -2.69616 -4.87010 5.54007  0.366
H10 -1.33335 -4.67660 3.47185  0.443
O3 -2.42146 -0.24144 -0.60085  -0.746
C15 -1.78710 0.81353 -0.47198  0.698
O4 -0.53446 0.92582 -0.69219  -0.971
C16 -2.49992 2.04350 0.02701  -0.226
C17 -3.88056 2.09929 -0.11482  -0.431
C18 -4.59115 3.20854 0.31410  -0.551
C19 -3.91239 4.26484 0.90331  -0.634
C20 -2.53637 4.20148 1.07277  -0.293
C21 -1.80205 3.09647 0.64065  -0.052
P1 -0.00747 2.87743 1.03535  0.969
C22 0.81649 3.57015 -0.44705  0.389
C23 0.15588 4.24711 -1.46740  -0.118
C24 0.85697 4.73021 -2.56397  -0.812
C25 2.22949 4.54284 -2.65265  -0.438
C26 2.89611 3.86690 -1.63984  -0.665
C27 2.19431 3.38181 -0.54554  -0.323
C28 0.22338 4.28984 2.20457  -0.290
C29 -0.19314 4.06542 3.51911  0.002
C30 -0.05944 5.04236 4.49165  -0.631
C31 0.51930 6.26493 4.17222  -0.462
C32 0.95939 6.49428 2.87779  -0.692
C33 0.81040 5.51535 1.90179  -0.065
H11 -4.37415 1.24781 -0.56422  0.483
H12 -5.66693 3.24709 0.19396  0.383
H13 -4.45323 5.14040 1.24262  0.417
H14 -2.02749 5.02744 1.55259  0.392
H15 -0.91656 4.39028 -1.41110  0.403
H16 0.32759 5.25087 -3.35310  0.377
H17 2.77605 4.91701 -3.50987  0.357
H18 3.96533 3.70635 -1.70536  0.403
H19 2.71322 2.84890 0.24336  0.363
H20 -0.62551 3.10379 3.77649  0.392
H21 -0.39349 4.84660 5.50335  0.394
H22 0.63400 7.02907 4.93129  0.355
H23 1.42006 7.44110 2.62196  0.390
H24 1.15375 5.71045 0.89326  0.379
C34 0.98042 -1.59362 -4.66960  -1.103
N3 0.36455 -2.87474 -4.35352  0.341
C35 0.80753 -4.04255 -5.09304  -1.012
C36 -0.44119 -2.95612 -3.27934  0.865
C37 -0.94752 -4.31761 -2.86956  -1.614
O5 -0.77581 -1.94464 -2.65788  -0.787
H25 0.36569 -1.02077 -5.36809  0.309
H26 1.95620 -1.77979 -5.11571  0.428
H27 1.11509 -1.02048 -3.75571  0.285
H28 1.08321 -3.73236 -6.10022  0.404
H29 0.00857 -4.77573 -5.17978  0.374
H30 1.67549 -4.50911 -4.61907  0.216
H31 -1.65456 -4.69780 -3.61006  0.473
H32 -1.45759 -4.20824 -1.91678  0.295
H33 -0.13098 -5.03233 -2.77068  0.435
N4 1.71670 0.11998 2.50428  -0.175
C38 2.25669 1.13323 2.29678  -0.215
H34 0.86821 -0.46796 2.33288  0.210

---

| no. | DFT total energy (Ha) | E_HOMO (eV) |
| --- | --- | --- |
| 1 | -2049.31968 | -9.6 |
| 2 | -13312.32017 | -13.6 |
| 3 | -2572.90770 | -4.9 |